Molecular formula: C22H15AsBeBrN2O7S
Method: DFT, the ωB97M-V functional and the def2-TZVPD basis

Each line ends with the Löwdin charge.
CARTESIAN COORDINATES (ANGSTROEM)
Br  -1.930  -4.195  4.155  0.657
As  -1.661  1.896  -1.547  0.915
S  -1.967  -1.573  -1.917  0.536
O  -0.049  1.443  -1.786  -0.379
O  -0.604  -0.994  -2.037  -0.267
O  -2.779  -1.129  -3.035  -0.304
O  1.208  -2.121  -0.540  -0.021
O  -1.964  -2.984  -1.653  -0.277
O  -1.898  3.412  -0.996  -0.471
O  -2.537  1.640  -3.038  -0.241
N  2.293  0.532  -1.633  0.130
N  0.799  0.314  0.412  0.077
C  -2.460  0.627  -0.295  -0.223
C  0.026  -1.654  1.481  -0.144
C  -0.663  -2.177  2.600  -0.125
C  -0.940  -3.503  2.679  -0.709
C  2.477  1.505  -0.694  -0.129
C  -3.638  -0.951  1.686  -0.082
C  2.638  3.482  1.232  -0.069
C  0.228  -3.927  0.613  -0.005
C  0.422  -0.298  1.488  -0.038
C  -2.935  1.203  0.877  -0.090
C  3.424  2.525  -0.832  -0.145
C  0.529  -2.523  0.432  -0.379
C  -3.517  0.418  1.865  -0.079
C  1.616  1.454  0.439  -0.171
C  -2.584  -0.755  -0.461  -0.252
C  -3.170  -1.540  0.520  -0.060
C  -0.491  -4.390  1.669  -0.130
C  1.689  2.441  1.378  0.004
C  4.233  2.491  -1.991  -0.006
C  3.494  3.526  0.170  -0.041
C  3.050  0.534  -2.696  -0.067
C  4.057  1.498  -2.911  -0.042
Be  0.504  -0.062  -1.306  0.105
H  4.655  1.450  -3.810  0.101
H  -2.841  2.277  0.988  0.094
H  -2.611  0.685  -3.230  -0.005
H  0.489  0.213  2.452  0.136
H  4.978  3.263  -2.143  0.115
H  2.862  -0.245  -3.426  0.129
H  2.674  4.262  1.982  0.102
H  -0.993  -1.498  3.379  0.107
H  4.214  4.328  0.069  0.106
H  -3.876  0.879  2.778  0.099
H  -3.218  -2.610  0.371  0.115
H  -4.077  -1.567  2.461  0.103
H  0.561  -4.598  -0.167  0.115
H  1.012  2.442  2.222  0.112
H  -0.728  -5.444  1.747  0.094

Results
Kohn-Sham gap: 6.6 eV
total charge: -1
HOMO: -4.7 eV


Molecular formula: C22H15Cl2N8O3Te4Ti
Method: DFT, the ωB97M-V functional and the def2-TZVPD basis

Each line ends with the Löwdin charge.
CARTESIAN COORDINATES (ANGSTROEM)
Te  2.490  1.454  -1.814  0.066
Te  1.848  3.645  0.846  0.713
Te  2.560  4.171  -1.658  0.217
Te  4.545  0.346  -2.879  0.144
Ti  -0.224  1.080  -0.015  0.864
Cl  -5.323  -0.123  4.240  0.666
Cl  -2.833  0.457  6.141  0.667
O  -1.067  2.610  0.588  -0.331
O  0.939  2.040  3.191  -0.033
O  -3.870  -0.928  -0.579  0.074
N  0.413  -1.102  -1.010  -0.007
N  -1.338  1.127  -1.922  0.021
N  0.280  -3.010  -4.091  0.134
N  0.124  0.277  1.918  -0.006
N  2.697  -0.258  1.222  0.094
N  -1.961  0.031  0.324  0.003
N  -0.051  3.034  -0.173  -0.569
N  0.164  -3.715  -1.896  0.137
C  4.990  -0.477  1.865  -0.051
C  3.500  0.806  3.211  -0.002
C  -2.733  0.762  -4.273  -0.027
C  0.419  -1.391  -2.302  -0.119
C  3.927  -0.717  1.010  -0.162
C  -2.833  -0.287  -0.643  -0.453
C  0.277  -2.111  -0.140  -0.118
C  -2.257  0.003  1.692  -0.194
C  0.152  -3.407  -0.605  -0.090
C  -1.368  0.407  3.892  -0.036
C  -3.721  0.028  3.602  -0.681
C  -2.396  0.307  -1.964  -0.164
C  0.302  -2.713  -2.755  -0.362
C  -2.637  0.284  4.431  -0.679
C  -3.530  -0.106  2.238  -0.025
C  -0.998  1.811  -3.018  -0.134
C  -3.113  0.089  -3.125  0.026
C  -1.671  1.655  -4.215  -0.033
C  -1.158  0.266  2.527  -0.216
C  4.769  0.300  2.993  -0.048
C  2.496  0.491  2.305  -0.255
C  1.104  1.021  2.532  -0.566
H  0.034  -4.229  0.090  0.114
H  4.067  -1.307  0.109  0.085
H  0.520  -0.572  -3.005  0.075
H  -4.374  -0.311  1.598  0.105
H  5.573  0.512  3.685  0.111
H  3.267  1.439  4.056  0.122
H  5.966  -0.890  1.648  0.106
H  0.390  -3.983  -4.322  0.100
H  -0.543  0.623  4.554  0.113
H  -0.178  2.510  -2.914  0.059
H  -3.271  0.613  -5.200  0.115
H  -1.371  2.230  -5.079  0.113
H  0.279  -1.855  0.909  0.095
H  -3.956  -0.586  -3.086  0.127
H  0.684  -2.352  -4.735  0.095

Results
Kohn-Sham gap (alpha / beta): 6.1 / 5.0 eV
total charge: 0
2S+1: 2
HOMO (alpha / beta): -7.5 / -7.5 eV
relative energy (zero: lowest compared OMol25 entry of this formula, charge and spin): 127.1 kJ/mol


Molecular formula: C22H15ClIrN3O
Method: DFT, the ωB97M-V functional and the def2-TZVPD basis

Each line ends with the Löwdin charge.
CARTESIAN COORDINATES (ANGSTROEM)
Ir  -0.465  0.025  0.824  1.444
Cl  3.626  5.832  -0.556  0.702
O  -0.634  1.845  0.106  -0.278
N  -0.485  -1.958  0.166  -0.066
N  1.231  -0.045  -0.384  -0.031
N  -0.088  -0.487  2.476  -0.141
C  2.667  3.311  -0.554  -0.044
C  2.897  -1.245  5.233  -0.065
C  2.393  4.634  -0.346  -0.655
C  1.608  -0.924  5.654  -0.068
C  2.214  -1.059  2.938  -0.030
C  0.905  -0.732  3.357  -0.376
C  3.118  -3.122  -1.475  -0.032
C  2.833  -1.756  -1.243  0.018
C  2.216  -4.091  -1.148  0.001
C  -1.404  -2.847  0.486  -0.074
C  -0.035  -4.659  -0.239  0.035
C  0.706  -2.372  -0.353  -0.164
C  0.366  2.732  -0.012  -0.327
C  1.105  5.022  0.046  -0.052
C  -1.211  -4.225  0.300  -0.009
C  1.654  2.343  -0.382  -0.140
C  0.111  4.081  0.213  0.019
C  3.193  -1.316  3.873  -0.074
C  2.004  0.971  -0.566  -0.029
C  0.972  -3.727  -0.583  -0.131
C  0.612  -0.675  4.734  -0.023
C  1.650  -1.380  -0.671  -0.200
H  4.066  -3.390  -1.922  0.120
H  3.030  0.790  -0.880  0.135
H  0.900  6.071  0.217  0.120
H  -0.889  4.366  0.512  0.132
H  1.384  -0.868  6.711  0.113
H  3.664  3.003  -0.848  0.122
H  2.421  -1.104  1.875  0.089
H  4.194  -1.572  3.550  0.110
H  -0.397  -0.426  5.038  0.116
H  0.139  -5.713  -0.421  0.134
H  3.671  -1.440  5.965  0.110
H  3.570  -1.018  -1.528  0.116
H  -1.999  -4.912  0.575  0.122
H  2.437  -5.139  -1.310  0.128
H  -2.333  -2.461  0.885  0.125

Results
Kohn-Sham gap (alpha / beta): 5.9 / 6.9 eV
total charge: +1
2S+1: 2
HOMO (alpha / beta): -10.4 / -11.3 eV


| no. | E (eV) |
| --- | --- |
| 1 | -182494.834 |
| 2 | -118455.562 |
| 3 | -44929.087 |